# 1
Below is a 6-piece molecular cluster, C28H59B4BrO10 overall in a non-equilibrium geometry, with properties calculated with wB97M-V/def2-TZVPD.

**2S+1**: 1
**SMILES string**: COCCCB1OB(CCCBr)OB(B(C)O)O1.C1CCOC1.C1CCOC1.C1CCOC1.C1CCOC1.C1CCOC1
**E_HOMO**: -9.3 eV
**E_tot**: -4528.33312 Eh
**Orbital gap**: 9.81 eV

Atoms and positions in Å:
C  2.228  -0.725  3.369
O  2.515  -0.854  1.995
C  1.533  -1.584  1.295
C  1.756  -1.447  -0.192
C  0.656  -2.191  -0.967
B  -0.667  -1.370  -1.055
O  -1.907  -2.007  -1.130
B  -2.858  -1.361  -0.372
C  -4.396  -1.598  -0.516
C  -4.750  -3.083  -0.743
C  -5.073  -3.791  0.559
Br  -6.768  -3.227  1.318
O  -2.365  -0.411  0.534
B  -1.605  0.540  -0.160
B  -2.020  2.183  0.018
C  -3.552  2.554  -0.044
O  -1.097  3.170  0.206
O  -0.667  0.022  -1.033
H  3.150  -0.643  3.933
H  1.654  0.186  3.558
H  1.629  -1.562  3.734
H  0.537  -1.211  1.575
H  1.572  -2.643  1.578
H  2.730  -1.877  -0.432
H  1.799  -0.397  -0.468
H  0.469  -3.134  -0.446
H  1.001  -2.453  -1.965
H  -4.781  -0.969  -1.320
H  -4.868  -1.229  0.395
H  -5.570  -3.184  -1.448
H  -3.862  -3.585  -1.129
H  -4.303  -3.566  1.291
H  -5.114  -4.861  0.397
H  -3.755  3.519  0.425
H  -3.884  2.621  -1.082
H  -4.177  1.812  0.446
H  -1.530  4.021  0.144
C  4.365  2.857  7.396
C  5.573  2.553  6.513
C  5.221  1.172  5.976
O  3.796  1.126  5.892
C  3.232  2.241  6.586
H  4.216  3.918  7.587
H  4.464  2.348  8.357
H  5.630  3.274  5.694
H  6.523  2.568  7.045
H  5.560  0.383  6.656
H  5.640  0.979  4.987
H  2.839  2.950  5.850
H  2.405  1.892  7.205
C  3.401  -0.678  -5.330
C  2.835  0.623  -4.769
C  1.454  0.185  -4.302
O  1.580  -1.186  -3.912
C  2.838  -1.702  -4.354
H  4.488  -0.693  -5.379
H  3.010  -0.857  -6.335
H  3.436  0.954  -3.921
H  2.801  1.434  -5.494
H  0.719  0.252  -5.113
H  1.084  0.762  -3.453
H  3.494  -1.820  -3.484
H  2.681  -2.684  -4.803
C  7.060  3.753  -3.755
C  6.898  4.342  -5.155
C  6.507  3.110  -5.961
O  5.788  2.258  -5.069
C  5.941  2.721  -3.725
H  6.975  4.488  -2.956
H  8.031  3.261  -3.664
H  6.087  5.073  -5.163
H  7.796  4.826  -5.535
H  7.392  2.575  -6.323
H  5.872  3.344  -6.817
H  4.996  3.170  -3.398
H  6.160  1.871  -3.079
C  -7.844  5.204  0.398
C  -8.479  4.203  1.360
C  -8.054  2.876  0.745
O  -6.788  3.107  0.123
C  -6.530  4.511  0.060
H  -7.698  6.194  0.828
H  -8.458  5.308  -0.499
H  -8.047  4.314  2.357
H  -9.560  4.300  1.445
H  -8.766  2.548  -0.020
H  -7.947  2.078  1.480
H  -5.756  4.757  0.795
H  -6.157  4.763  -0.933
C  -1.254  -7.405  1.851
C  -0.784  -6.238  0.983
C  -1.918  -6.131  -0.027
O  -3.104  -6.551  0.656
C  -2.757  -7.166  1.899
H  -0.800  -7.426  2.840
H  -1.037  -8.353  1.355
H  -0.722  -5.326  1.582
H  0.184  -6.402  0.512
H  -1.753  -6.793  -0.883
H  -2.061  -5.115  -0.400
H  -3.023  -6.485  2.715
H  -3.334  -8.083  2.013

Atomic forces in eV per Å
-0.2569 0.2686 0.0247
0.2193 -0.1611 -0.0547
-0.0360 0.3588 0.0367
0.1882 -0.3269 -0.2672
0.1748 0.1932 0.4835
0.2799 -0.4705 -0.5492
0.0514 0.3388 0.1244
0.0037 -0.0445 0.3496
0.1620 -0.5011 0.3592
0.0248 0.5268 0.3280
0.3246 -0.0537 -0.4642
-0.0779 0.0035 0.0609
-0.6239 0.4630 -0.6330
0.4783 -0.0634 0.3727
-0.2566 0.0479 0.1191
0.3288 0.1085 0.0357
0.1825 -0.3750 -0.2786
-0.2034 -0.1261 0.2218
0.1383 -0.0857 0.0054
-0.0848 0.0741 -0.0278
0.1165 -0.2029 0.0880
-0.1391 0.0144 -0.0669
-0.0070 -0.1018 0.0832
0.1065 0.0097 0.0296
-0.0651 0.1239 -0.0011
-0.1698 -0.1649 -0.1213
-0.0392 0.0811 -0.1821
0.0808 0.0725 -0.1439
-0.2049 0.0541 -0.0043
-0.0325 -0.1842 -0.1032
-0.1035 -0.1731 -0.3335
-0.0561 -0.0722 0.2230
-0.1410 -0.1036 0.2187
-0.0654 0.1140 -0.0143
-0.1037 -0.0521 -0.0814
-0.1085 -0.1000 -0.0287
-0.0129 0.4232 0.2243
0.0249 -0.0537 0.0382
-0.0305 0.0482 -0.0449
-0.0092 -0.0291 0.0553
0.0080 -0.0085 0.0191
0.0123 0.0401 -0.0654
0.0048 0.0127 -0.0168
-0.0076 -0.0016 0.0013
0.0029 -0.0054 -0.0066
-0.0019 -0.0088 0.0213
0.0375 0.0158 -0.0016
-0.0300 -0.0166 -0.0189
-0.0096 0.0249 0.0287
-0.0065 -0.0341 -0.0146
-0.0332 -0.0071 -0.0537
0.0108 -0.0025 0.0747
-0.0147 0.0090 -0.0518
-0.0088 -0.0151 -0.0504
0.0418 0.0540 0.0637
0.0099 0.0352 0.0186
-0.0054 -0.0129 0.0036
-0.0005 0.0162 -0.0026
0.0217 0.0046 -0.0120
0.0106 0.0273 -0.0047
-0.0178 -0.0447 0.0312
0.0284 -0.0144 -0.0232
-0.0392 -0.0050 0.0112
0.0557 -0.0329 -0.0314
-0.0616 0.0254 0.0265
0.0559 -0.0371 0.0245
0.0027 -0.0140 -0.0046
-0.0627 0.0430 -0.0187
-0.0154 0.0151 -0.0030
-0.0020 -0.0065 0.0047
-0.0028 -0.0013 -0.0073
0.0189 -0.0104 0.0059
0.0122 0.0338 -0.0187
-0.0256 -0.0274 0.0012
0.0167 0.0089 0.0358
-0.0118 -0.0286 -0.0200
-0.0486 -0.0230 -0.0433
0.0569 0.0218 0.0455
-0.0220 -0.0316 -0.0772
-0.0528 0.0872 -0.0023
0.0047 -0.0381 0.0921
0.0083 0.0010 0.0152
0.0017 -0.0036 -0.0031
-0.0005 -0.0050 0.0011
-0.0099 0.0026 -0.0187
-0.0286 -0.0012 0.0258
0.0307 -0.0164 -0.0102
-0.0040 0.0583 -0.0133
0.0179 -0.0478 -0.0117
0.0136 -0.0300 -0.0575
-0.0268 0.0393 0.0635
-0.0128 -0.0400 -0.0194
0.0146 0.0313 -0.0295
0.0140 0.0818 0.0282
0.0034 0.0185 0.0091
-0.0057 -0.0029 0.0006
-0.0011 0.0082 -0.0054
0.0063 -0.0188 -0.0075
0.0325 0.0178 -0.0067
-0.0288 0.0021 -0.0024
0.0115 -0.0251 0.0264
-0.0258 0.0038 -0.0271

=====

# 2
Below is C28H59BInN2O6 as an isolated structure in a non-equilibrium geometry, with properties calculated with wB97M-V/def2-TZVPD.

**2S+1**: 1
**E_HOMO**: -4.5 eV
**E_tot**: -1877.75022 Eh
**Orbital gap**: 6.68 eV
**Charge**: -1

Atoms and positions in Å:
C  4.213  1.394  3.129
O  2.821  1.036  2.771
C  2.625  -0.430  2.897
C  3.205  -1.122  1.497
C  4.240  -2.363  1.775
C  4.925  -3.013  0.434
C  5.208  -1.892  -0.774
C  6.205  -0.730  -0.188
C  6.395  0.564  -1.189
C  5.201  1.684  -1.095
C  3.920  1.420  -2.083
C  2.639  2.387  -1.654
C  1.428  1.355  -1.181
C  0.380  2.127  -0.184
In  -1.724  1.738  -1.051
C  -2.377  -0.424  -0.892
C  -3.963  -0.653  -0.545
C  -4.756  -0.149  0.799
C  -6.376  -0.437  1.097
C  -7.260  -1.267  -0.028
C  -6.476  -1.818  -1.382
C  -4.873  -1.525  -1.644
O  -3.024  3.128  -0.173
B  -2.914  3.150  1.299
O  -3.897  3.917  2.140
O  -1.883  2.395  2.091
H  4.284  2.555  3.394
H  4.932  1.250  2.193
H  4.602  0.795  4.074
H  1.445  -0.601  2.889
H  3.095  -0.881  3.869
H  2.271  -1.550  0.894
H  3.646  -0.240  0.859
H  3.634  -3.197  2.338
H  5.136  -2.054  2.495
H  4.138  -3.762  -0.027
H  5.951  -3.548  0.607
H  4.146  -1.519  -1.102
H  5.670  -2.448  -1.707
H  5.912  -0.318  0.874
H  7.276  -1.236  -0.067
H  6.586  0.252  -2.320
H  7.391  1.109  -0.829
H  5.688  2.719  -1.436
H  4.875  1.866  0.038
H  3.528  0.317  -2.102
H  4.248  1.684  -3.181
H  2.271  2.987  -2.610
H  2.964  3.073  -0.762
H  0.831  0.898  -2.084
H  1.912  0.465  -0.549
H  0.418  1.750  0.945
H  0.485  3.300  -0.169
H  -1.559  2.115  -2.835
H  -2.189  -0.922  -1.959
H  -1.721  -1.058  -0.137
H  -4.193  0.446  1.639
H  -6.852  -0.007  2.100
H  -8.403  -1.424  0.189
H  -7.130  -2.427  -2.171
H  -4.369  -1.947  -2.613
H  -4.586  3.200  2.370
H  -2.120  1.415  1.949
C  3.527  -5.333  -3.604
C  3.382  -4.002  -4.339
C  3.323  -4.137  -5.877
O  4.580  -4.421  -6.501
C  4.993  -5.774  -6.393
N  4.467  -3.102  -3.920
H  4.551  -5.719  -3.618
H  3.256  -5.215  -2.549
H  2.867  -6.095  -4.033
H  2.430  -3.561  -4.016
H  3.005  -3.170  -6.288
H  2.564  -4.867  -6.191
H  4.152  -6.471  -6.456
H  5.548  -5.921  -5.466
H  5.681  -5.985  -7.219
H  4.301  -2.180  -4.327
H  5.323  -3.422  -4.382
C  -9.270  4.797  4.794
C  -8.358  3.751  5.433
C  -6.909  3.772  4.898
O  -6.746  3.212  3.590
C  -7.153  4.067  2.534
N  -8.969  2.423  5.278
H  -9.624  4.505  3.801
H  -10.165  4.945  5.409
H  -8.763  5.764  4.707
H  -8.311  3.981  6.505
H  -6.296  3.147  5.561
H  -6.475  4.780  4.942
H  -6.925  5.117  2.740
H  -8.217  3.934  2.336
H  -6.614  3.767  1.629
H  -8.414  1.745  5.802
H  -8.840  2.141  4.302

Atomic forces in eV per Å
0.4833 0.8152 -0.1975
1.9189 -1.4090 1.5914
-0.8420 -0.1675 -1.6288
-0.4495 -0.3982 0.2439
0.6441 -0.0414 0.2478
-0.6297 0.4880 -1.4214
-0.3494 -0.4952 1.1090
0.6401 -0.0337 -0.8945
0.5775 0.4732 0.4688
0.3589 0.3755 -0.3495
-0.0999 0.7777 -0.1962
-0.0521 -1.7341 -0.6544
0.1363 0.8816 1.4613
-0.1630 -0.2036 0.5783
1.3358 0.2903 -0.4959
-1.5718 -2.2214 0.2094
-3.3682 -1.3484 0.1666
-2.0865 -1.7246 -2.1013
1.9756 -1.3797 -3.8855
4.4963 1.1412 0.0905
1.6731 1.9931 2.4333
-2.4796 1.2354 3.4586
0.4103 -0.1649 5.4393
-0.6326 0.1187 -2.1947
0.2083 -2.9685 -1.2204
-2.7320 -1.0253 -1.6270
-0.5314 -2.5617 -0.5956
-1.3826 -0.0027 2.0320
-0.7923 1.0477 -1.9903
2.6335 0.5397 0.2797
-0.7199 0.9394 -1.7521
2.0348 0.9103 1.2091
-0.7073 -1.8637 1.2639
1.2223 1.5392 -1.0412
-2.0245 -0.3429 -1.3701
1.7237 1.2137 0.9140
-2.0828 0.8229 0.1098
2.1956 -0.3631 0.5815
-0.8597 1.2639 1.9753
0.3412 -0.9529 -2.1166
-2.2081 1.0081 -0.1979
-0.5557 0.4956 2.4047
-2.0180 -1.1345 -0.7788
-1.1125 -2.1244 0.7031
0.5485 -0.6426 -2.4219
1.0121 2.0264 0.2118
-0.4583 -0.5785 2.0750
0.7847 -0.9938 2.2541
-0.8477 -1.1876 -1.7963
1.5173 0.8908 1.4079
-0.9398 1.8222 -1.5163
0.2415 0.8389 -2.5070
0.0933 -2.2833 -0.1142
-0.2133 -0.1261 0.5141
-0.5197 1.0547 2.2505
-1.3957 1.3224 -1.3143
-1.0914 -1.2663 -1.8838
1.1163 -1.0719 -2.4913
2.5562 0.1896 -0.7080
1.7246 1.4802 1.8632
-1.0790 0.9697 2.1120
1.4689 1.7723 -0.2202
0.9060 2.1303 0.2185
-0.1548 -0.1764 0.2649
0.3516 -0.1600 -0.1566
0.0508 0.3000 -0.0390
-0.5409 -0.1780 0.1473
0.3451 0.2852 -0.1866
0.0023 0.0181 -0.4747
-0.1035 0.1219 -0.0923
0.0515 0.0531 -0.1887
0.0854 0.0818 0.0431
0.0996 0.0366 -0.1523
0.1809 -0.1263 0.0439
0.1123 -0.1329 0.0915
-0.0207 0.0392 0.1008
-0.0874 -0.2523 0.0659
-0.1594 0.1200 0.0459
-0.0017 -0.0899 0.2325
-0.2294 0.0473 0.1953
-0.2392 0.2632 0.0962
0.0480 -0.0787 -0.4814
0.1553 -0.2828 -0.0264
-0.0195 0.3514 0.6196
0.0404 -0.2977 -0.4279
0.2926 -0.1530 -0.0486
0.1655 -0.0338 0.1367
0.1501 -0.0844 -0.0574
-0.0495 -0.1338 -0.0171
0.1207 -0.0890 -0.0805
-0.0949 -0.0032 -0.1804
-0.1337 0.0186 -0.1394
-0.0187 -0.0627 0.0487
-0.0964 0.2098 -0.0288
-0.0017 0.0800 0.2250
-0.1748 0.1270 -0.0457
-0.1094 0.1247 0.2713